The following is a DFT calculation (ωB97M-V/def2-TZVPD) of a 8-piece molecular cluster, C53H39ClN2O14 overall in a non-equilibrium geometry.

Atoms and positions in Å:
C  9.475  -3.993  4.271
C  8.083  -3.485  3.711
Cl  6.970  -3.334  5.177
C  7.477  -4.467  2.599
C  5.911  -4.208  2.594
C  5.464  -2.998  1.936
C  3.989  -2.681  1.939
C  3.083  -3.610  2.577
C  3.538  -4.868  3.270
N  2.577  -5.669  3.871
C  3.138  -6.743  4.481
C  4.599  -7.021  4.506
N  5.556  -6.272  3.901
C  4.978  -5.173  3.282
H  9.575  -3.555  5.306
H  9.528  -5.107  4.384
H  10.318  -3.564  3.664
H  8.161  -2.436  3.304
H  7.732  -5.535  2.807
H  7.816  -4.142  1.574
H  6.217  -2.316  1.464
H  3.686  -1.727  1.442
H  1.994  -3.337  2.567
H  2.465  -7.452  5.032
H  4.945  -7.928  5.071
C  4.469  0.924  3.003
C  4.911  1.686  4.002
C  5.109  3.143  3.826
O  5.514  3.839  4.735
C  4.796  3.719  2.498
C  4.354  2.957  1.499
C  4.155  1.501  1.675
O  3.750  0.804  0.764
H  4.318  -0.143  3.113
H  5.143  1.281  4.978
H  4.946  4.786  2.387
H  4.120  3.362  0.522
C  0.095  2.191  2.666
C  0.328  3.062  1.687
C  0.089  4.509  1.875
O  0.301  5.303  0.980
C  -0.418  4.952  3.194
C  -0.652  4.080  4.173
C  -0.411  2.631  3.983
O  -0.622  1.834  4.876
H  0.264  1.128  2.544
H  0.700  2.756  0.716
H  -0.587  6.015  3.314
H  -1.023  4.385  5.143
C  -2.584  -0.168  2.226
C  -2.966  -1.442  2.183
C  -3.740  -1.974  1.037
O  -4.091  -3.137  0.998
C  -4.069  -1.036  -0.061
C  -3.686  0.240  -0.017
C  -2.914  0.772  1.128
O  -2.561  1.936  1.167
H  -2.019  0.239  3.056
H  -2.734  -2.143  2.976
H  -4.638  -1.443  -0.896
H  -3.919  0.940  -0.809
C  2.128  4.960  -3.488
C  1.680  5.761  -4.453
C  0.427  6.534  -4.291
O  0.020  7.263  -5.174
C  -0.309  6.384  -3.015
C  0.139  5.582  -2.047
C  1.394  4.808  -2.210
O  1.809  4.076  -1.332
H  3.041  4.387  -3.590
H  2.206  5.883  -5.392
H  -1.225  6.960  -2.913
H  -0.385  5.461  -1.110
C  -6.293  -3.680  -2.986
C  -6.570  -4.482  -4.013
C  -6.639  -3.961  -5.397
O  -6.893  -4.690  -6.334
C  -6.387  -2.514  -5.596
C  -6.110  -1.714  -4.568
C  -6.041  -2.237  -3.185
O  -5.786  -1.504  -2.246
H  -6.239  -4.043  -1.967
H  -6.755  -5.541  -3.886
H  -6.440  -2.150  -6.614
H  -5.924  -0.654  -4.695
C  -4.265  -8.797  -3.862
C  -3.978  -9.931  -4.499
C  -4.996  -10.629  -5.318
O  -4.737  -11.663  -5.897
C  -6.342  -10.017  -5.402
C  -6.627  -8.884  -4.764
C  -5.610  -8.187  -3.946
O  -5.869  -7.150  -3.365
H  -3.534  -8.273  -3.258
H  -3.000  -10.391  -4.449
H  -7.073  -10.541  -6.005
H  -7.606  -8.423  -4.814
C  -1.645  11.456  -0.882
C  -1.359  10.323  -1.522
C  -2.378  9.624  -2.336
O  -2.119  8.589  -2.918
C  -3.725  10.233  -2.415
C  -4.011  11.366  -1.776
C  -2.992  12.065  -0.961
O  -3.251  13.099  -0.380
H  -0.913  11.980  -0.281
H  -0.380  9.864  -1.476
H  -4.457  9.708  -3.017
H  -4.991  11.824  -1.822

Forces on atoms 1 to 2 (eV/Å):
-0.355 1.023 0.547
0.882 -0.790 -0.305

Properties
HOMO energy: -8.647 eV
Net charge: 0
Gap between HOMO and LUMO: 6.849 eV
E_LUMO: -1.798 eV
Spin multiplicity: 1
Electronic energy: -3665.78855 hartree

Results of the Mulliken charge analysis, in e, for atoms 1 through 5: -1.1811 0.2896 -0.2206 -1.0954 0.5423

---

The following is a DFT calculation (ωB97M-V/def2-TZVPD) of C53H40ClNOP2PtS as an isolated structure.

Atoms and positions in Å:
Pt  -0.989  0.400  0.688
O  -1.304  -2.246  1.494
S  -0.780  -1.777  0.219
C  0.798  -2.384  -0.128
C  0.927  -3.353  -1.122
C  2.086  -4.118  -1.270
C  3.108  -3.932  -0.366
C  4.416  -4.644  -0.189
C  5.091  -3.954  1.023
C  4.109  -2.911  1.471
C  4.132  -2.027  2.525
C  3.064  -1.135  2.662
C  1.969  -1.112  1.790
P  0.903  0.281  2.045
C  0.184  0.182  3.654
C  -0.042  1.317  4.457
C  -0.546  1.159  5.731
C  -0.847  -0.115  6.213
C  -0.642  -1.243  5.422
C  -0.134  -1.103  4.146
C  1.690  1.850  1.786
C  3.078  1.931  1.645
C  3.692  3.174  1.643
C  2.932  4.331  1.748
C  1.542  4.257  1.835
C  0.920  3.024  1.855
C  1.878  -2.082  0.756
C  2.986  -2.929  0.620
C  -1.800  -2.155  -1.098
C  -2.662  -3.242  -0.934
C  -3.353  -3.786  -2.017
C  -3.139  -3.243  -3.269
C  -3.673  -3.622  -4.619
C  -3.036  -2.613  -5.608
C  -2.188  -1.715  -4.753
C  -1.399  -0.627  -5.054
C  -0.784  0.058  -4.000
C  -0.865  -0.350  -2.665
P  -0.276  0.881  -1.500
C  1.459  1.162  -1.703
C  2.214  0.134  -2.290
C  3.554  0.340  -2.566
C  4.140  1.568  -2.281
C  3.400  2.580  -1.680
C  2.070  2.377  -1.364
C  -1.357  2.268  -1.787
C  -0.950  3.573  -2.095
C  -1.905  4.528  -2.400
C  -3.258  4.201  -2.389
C  -3.672  2.904  -2.095
C  -2.728  1.939  -1.802
C  -1.616  -1.507  -2.350
C  -2.284  -2.129  -3.412
H  0.093  -3.558  -1.781
H  2.132  -4.872  -2.044
H  5.019  -4.588  -1.097
H  4.241  -5.707  -0.007
H  6.044  -3.491  0.757
H  5.309  -4.655  1.829
H  4.948  -1.997  3.235
H  3.104  -0.422  3.479
H  0.222  2.305  4.111
H  -0.687  2.024  6.366
H  -1.232  -0.229  7.219
H  -0.866  -2.227  5.811
H  0.030  -1.979  3.534
H  3.682  1.039  1.555
H  4.769  3.238  1.563
H  3.420  5.297  1.763
H  0.953  5.162  1.908
H  -0.161  2.979  1.948
H  -2.767  -3.686  0.049
H  -4.012  -4.630  -1.862
H  -4.764  -3.576  -4.624
H  -3.416  -4.657  -4.855
H  -3.788  -2.034  -6.147
H  -2.430  -3.107  -6.370
H  -1.272  -0.271  -6.067
H  -0.229  0.960  -4.243
H  1.746  -0.802  -2.567
H  4.133  -0.441  -3.040
H  5.177  1.741  -2.539
H  3.864  3.533  -1.464
H  1.515  3.164  -0.872
H  0.096  3.836  -2.149
H  -1.595  5.528  -2.671
H  -3.993  4.957  -2.634
H  -4.723  2.650  -2.117
H  -3.052  0.916  -1.627
Cl  -4.933  4.503  1.390
C  -4.215  3.103  2.061
C  -4.690  2.530  3.235
C  -4.045  1.402  3.718
C  -2.969  0.879  3.033
N  -2.518  1.428  1.887
C  -3.131  2.534  1.420
H  -5.539  2.960  3.751
H  -4.380  0.922  4.627
H  -2.472  -0.018  3.379
H  -2.734  2.990  0.527

Forces on atoms 1 to 2 (eV/Å):
-0.637 -0.211 -0.365
0.094 -0.161 -0.101

Properties
HOMO energy: -18.258 eV
Net charge: +4
Gap between HOMO and LUMO: 5.259 eV
E_LUMO: -12.999 eV
Spin multiplicity: 1
Electronic energy: -3832.70944 hartree

Results of the Mulliken charge analysis, in e, for atoms 1 through 5: 3.1643 -0.6893 0.4011 0.4550 0.1536